C26H37ClN8O3PdS as an isolated structure at a distorted geometry. Source: OMol25; level of theory: the ωB97M-V functional and the def2-TZVPD basis.

XYZ file:
```
77
Properties=species:S:1:pos:R:3:forces:R:3:mulliken_charge:R:1
Pd -1.2259 2.1263 3.0988 -0.6 -0.4 -0.1 0.1178
N 0.0630 -4.3306 -5.8272 1.2 0.6 -1.1 -0.6751
C 1.1355 -3.5810 -5.2280 -0.4 -0.5 0.4 1.3880
C 2.4327 -3.6709 -5.7738 -1.5 -0.4 -0.5 -0.6534
C 3.4464 -3.1275 -5.0627 1.7 0.7 1.3 -0.6530
C 3.2637 -2.3827 -3.8751 -1.8 -1.1 -1.5 -0.3366
C 1.9545 -2.2303 -3.3939 2.0 -0.3 0.6 -0.0720
C 0.9270 -2.9231 -4.0149 -1.5 1.2 -0.2 -0.8754
S 4.6848 -1.6645 -3.1887 0.9 0.1 -0.2 1.2728
O 5.7581 -2.5536 -3.5522 0.4 -0.5 -0.2 -0.8780
O 4.4682 -1.5563 -1.7739 -0.5 0.5 1.0 -0.6610
N 4.9198 -0.3564 -4.0212 -0.1 0.5 0.3 -0.6954
C 4.3329 0.8353 -3.8175 0.2 -0.2 0.0 0.6823
N 4.8881 1.8406 -4.5468 0.3 -0.3 0.2 -0.7138
C 4.3641 3.0372 -4.4508 0.2 0.3 -1.0 0.0210
C 3.2292 3.3089 -3.6923 -0.3 1.6 -0.3 -0.7046
C 2.8182 2.2531 -2.9170 -0.2 0.2 -0.3 -0.2563
N 3.2954 1.0473 -2.9621 1.3 -1.6 -0.3 -0.3095
H 0.4262 -4.4805 -6.7833 -1.0 -0.2 0.5 0.2499
H -0.8270 -3.8322 -5.8724 0.4 0.0 0.1 0.2646
H 2.6259 -4.1549 -6.7539 -0.2 0.1 0.8 0.1644
H 4.4860 -3.3057 -5.3131 -0.1 0.2 -0.4 0.3998
H 1.9417 -1.6881 -2.4437 -0.8 0.0 -0.4 0.4711
H -0.1351 -2.7363 -3.6816 1.2 -0.6 -0.2 0.1665
H 4.9264 3.7531 -5.0857 -0.8 0.1 0.5 0.3680
H 2.6475 4.2635 -3.7218 0.9 -0.9 0.2 0.2848
H 2.0559 2.3267 -2.2029 -1.4 0.6 0.9 0.6451
C -7.8593 0.2781 3.2341 1.4 1.7 1.3 -1.1465
C -6.7771 -0.3755 2.3733 -0.3 1.3 -0.2 -0.7360
N -5.5702 0.5016 2.3500 0.0 -1.0 0.8 0.3813
C -4.3721 0.0811 3.1690 -0.5 -1.4 0.0 -0.2766
C -3.3782 -0.8728 2.4560 -0.3 1.0 -0.5 -0.9247
C -5.6134 1.6311 1.6029 1.4 0.1 0.1 0.2219
O -6.4920 1.9352 0.8234 -1.6 -0.2 -0.3 -0.6988
C -4.3416 2.4131 1.6030 -1.8 -0.9 -0.5 0.7414
C -3.6107 2.2761 0.4202 1.1 0.7 -1.5 -0.5355
C -2.3393 2.7950 0.3913 -0.4 -1.1 -0.3 -0.6772
C -1.7874 3.4063 1.5489 0.1 0.0 0.8 -0.0997
N -2.5537 3.6622 2.6626 -1.8 0.1 -0.4 -0.8906
C -3.8816 3.1307 2.6042 3.3 2.1 3.0 -0.3277
H -8.7702 -0.2048 3.4262 -1.3 -1.4 -0.4 0.4605
H -8.1192 1.2742 2.8500 0.2 -0.2 0.0 0.2757
H -7.4806 0.4269 4.2894 0.0 0.0 -1.1 0.2511
H -7.1379 -0.5437 1.3577 0.0 0.3 -0.1 0.3833
H -6.5849 -1.3523 2.7517 0.8 -0.6 0.5 0.4117
H -4.7747 -0.4387 4.0432 -0.2 0.1 0.0 0.3645
H -3.7525 0.8676 3.6043 -0.5 0.3 -0.4 -0.1691
H -3.6726 -1.8736 2.1244 -0.6 0.3 -0.1 0.3397
H -2.5555 -1.0314 3.1076 0.7 0.0 1.0 0.3664
H -2.9320 -0.2861 1.6483 -0.1 -0.3 -0.4 0.0967
H -4.1655 1.9320 -0.4702 0.7 -0.2 0.5 0.3086
H -1.6544 2.6105 -0.4244 -0.2 0.3 -0.4 0.4793
H -0.9455 4.0678 1.4614 0.5 0.2 -0.4 0.5147
H -4.3309 3.4152 3.5672 -0.6 -0.8 -0.6 0.3433
C 4.3374 0.6450 1.0399 -0.8 0.9 0.8 -0.7322
C 3.6947 -0.0962 2.2170 1.5 -1.9 -0.4 -0.8430
N 2.2977 -0.4872 2.1186 -0.5 2.0 1.7 0.3940
C 1.9550 -1.2102 0.9437 -0.4 -0.1 -2.3 0.6399
C 1.9494 -2.7397 1.0828 -2.4 0.1 0.4 -1.4377
C 1.3557 0.3835 2.7935 1.0 -0.9 -1.0 1.0940
C 1.8163 1.1334 4.0224 0.7 0.0 0.0 -1.6346
N 0.1643 0.5919 2.4009 -0.2 0.3 -0.1 -0.0547
H 4.3084 0.0199 0.1618 0.3 0.1 -0.4 0.0924
H 5.3705 0.8940 1.3294 -0.3 -0.1 -0.3 0.4114
H 3.7861 1.5839 0.8630 0.3 -0.2 -0.2 0.2140
H 3.8578 0.4150 3.1388 0.0 0.4 0.5 0.5806
H 4.3402 -1.0232 2.2767 -0.8 0.5 0.3 0.2080
H 2.6969 -1.0019 0.1121 -0.8 0.0 0.9 -0.7418
H 0.9874 -0.8219 0.5231 0.8 -0.6 0.4 0.2210
H 2.8862 -3.0677 1.4626 0.7 -0.4 0.7 0.3826
H 1.8659 -3.1901 0.0914 -0.1 0.1 0.0 0.3440
H 1.0546 -3.1220 1.7140 1.6 0.6 -0.8 0.2697
H 0.9789 1.5367 4.5573 -0.8 0.4 -0.2 0.2468
H 2.5107 1.9504 3.7446 -0.4 -0.3 0.1 0.3062
H 2.2962 0.5343 4.7927 0.4 -0.5 -0.3 0.3781
H -0.0939 0.2007 1.4970 0.2 -0.2 0.3 -0.0890
Cl -1.8672 0.9282 5.3989 0.2 0.1 -0.1 -0.7193
```
Positions in Å, forces in eV/Å.

Values from the calculation:
HOMO level (spin up / spin down) ... -1.784 / -1.784 eV
Orbital gap (spin up / spin down) ... 0.2186 / 0.2186 Eh
Net charge ... -2
LUMO level (spin up / spin down) ... 4.17 / 4.17 eV